{
  "formula": "C23H26BrFIrN2O11P2",
  "method": "the ωB97M-V functional and the def2-TZVPD basis",
  "charge": 0,
  "spin_multiplicity": 2,
  "homo_lumo_gap_ev": [7.0, 5.8],
  "homo_energy_ev": [-7.36, -7.37],
  "s2": 0.7553,
  "relative_energy_kj_mol": 145.0,
  "symbols": ["Ir", "N", "C", "C", "P", "O", "O", "O", "P", "O", "O", "O", "H", "H", "H", "H", "H", "H", "H", "H", "Br", "C", "C", "C", "C", "C", "C", "C", "C", "C", "C", "H", "H", "H", "H", "H", "H", "F", "O", "C", "O", "C", "C", "C", "C", "O", "C", "O", "C", "C", "H", "H", "H", "H", "H", "C", "N", "C", "C", "O", "H", "H", "H", "H", "H", "H", "H"],
  "coordinates": [[0.7345, -0.2787, -0.1171], [-0.3275, -3.0596, -2.3216], [0.7753, -2.4077, -3.1532], [0.9705, -3.1666, -4.4540], [0.1984, -0.6856, -3.4476], [-1.2974, -1.0830, -3.9440], [0.9680, 0.0080, -4.4801], [0.0071, -0.1125, -2.0510], [2.2991, -2.4055, -2.0999], [2.4443, -3.9975, -1.8391], [3.4553, -1.8265, -2.7788], [1.7432, -1.9246, -0.7563], [-1.2493, -2.8941, -2.7452], [-0.3356, -2.6541, -1.3668], [-0.1548, -4.0621, -2.2426], [0.0640, -3.1521, -5.0609], [1.2690, -4.2002, -4.2673], [1.7616, -2.6720, -5.0152], [-1.7151, -0.3919, -4.4713], [3.3305, -4.2965, -2.0780], [0.9376, 2.1174, 2.7209], [2.6841, 2.0256, 1.9743], [3.6291, 2.4699, 2.8609], [4.9466, 2.7366, 2.4672], [5.2609, 2.6288, 1.1510], [4.3134, 2.1608, 0.2102], [4.7215, 2.1424, -1.1464], [3.8845, 1.6961, -2.1103], [2.6505, 1.1380, -1.7331], [2.2070, 1.0856, -0.4366], [3.0004, 1.7333, 0.6013], [3.3268, 2.6680, 3.8795], [5.6699, 3.0820, 3.1938], [6.2447, 2.9006, 0.7885], [5.7152, 2.5017, -1.3849], [4.1697, 1.6877, -3.1536], [2.0768, 0.6943, -2.5267], [1.4670, -0.6524, 1.6050], [-2.2987, 2.1314, 1.1764], [-1.8892, 1.1423, 0.6199], [-0.6085, 1.0479, 0.2773], [-2.8311, 0.0145, 0.2982], [-3.8364, -0.2744, 1.2115], [-4.7487, -1.3105, 0.9894], [-4.6014, -2.0236, -0.1755], [-5.3410, -3.0898, -0.6219], [-4.7557, -3.4929, -1.8562], [-3.6682, -2.6101, -2.1476], [-3.6133, -1.7209, -1.0894], [-2.7261, -0.6982, -0.8986], [-3.9078, 0.3275, 2.1070], [-5.5309, -1.5420, 1.6988], [-5.5005, -3.4270, -2.6507], [-4.3757, -4.5135, -1.7590], [-1.9651, -0.4511, -1.6186], [0.0385, -4.6880, 2.8220], [-0.6968, -3.7761, 1.9588], [-2.1362, -3.9336, 1.8367], [-0.0495, -2.8544, 1.2628], [-0.6127, -2.0927, 0.4487], [-0.5803, -4.9425, 3.6805], [0.9451, -4.2055, 3.1808], [0.3038, -5.6081, 2.2982], [-2.5686, -4.0645, 2.8279], [-2.3851, -4.8080, 1.2300], [-2.5524, -3.0422, 1.3757], [1.0193, -2.7734, 1.4621]]
}

{
  "formula": "C27H20CoO6P",
  "method": "the ωB97M-V functional and the def2-TZVPD basis",
  "charge": -1,
  "spin_multiplicity": 2,
  "homo_lumo_gap_ev": [7.2, 7.3],
  "homo_energy_ev": [-4.66, -4.66],
  "s2": 1.0521,
  "relative_energy_kj_mol": 108.9,
  "symbols": ["Co", "C", "C", "C", "C", "C", "C", "H", "H", "H", "H", "H", "H", "O", "C", "O", "C", "O", "O", "O", "C", "O", "C", "C", "C", "C", "C", "C", "P", "C", "C", "C", "C", "C", "C", "C", "C", "C", "C", "C", "C", "H", "H", "H", "H", "H", "H", "H", "H", "H", "H", "H", "H", "H", "H"],
  "coordinates": [[-0.2699, -0.4814, 1.8253], [0.2152, -2.1977, 3.1512], [-0.9290, -1.7762, 3.8452], [-2.1747, -2.2972, 3.5107], [-2.2933, -3.2310, 2.4928], [-1.1697, -3.6390, 1.7892], [0.0797, -3.1251, 2.1093], [1.1981, -1.9125, 3.5012], [-0.8287, -1.1029, 4.6855], [-3.0538, -1.9677, 4.0483], [-3.2624, -3.6292, 2.2280], [-1.2741, -4.3415, 0.9733], [0.9609, -3.4724, 1.5842], [-0.6237, 3.2549, 3.3700], [-0.3843, 2.0958, 3.0829], [-1.1273, 1.1625, 2.6424], [1.1674, 1.5563, 3.2594], [1.9513, 2.2295, 3.9042], [1.3397, 0.4323, 2.6707], [-2.9922, -2.5834, -0.3493], [-2.1693, -1.6921, -0.5102], [-1.7648, -0.8304, 0.3534], [-1.4711, -1.5191, -1.8430], [-1.9679, -2.1069, -2.9972], [-1.3159, -1.9264, -4.2045], [-0.1407, -1.1861, -4.2433], [0.3725, -0.6144, -3.0899], [-0.2985, -0.7552, -1.8771], [0.2120, 0.1168, -0.3461], [1.9771, 0.4824, -0.7986], [2.5162, 1.6558, -1.3132], [3.8774, 1.7518, -1.5715], [4.7175, 0.6760, -1.3310], [4.1910, -0.5069, -0.8305], [2.8365, -0.5915, -0.5583], [-0.5971, 1.7391, -0.5575], [-1.7362, 1.9233, -1.3337], [-2.3241, 3.1752, -1.4234], [-1.7961, 4.2499, -0.7227], [-0.6780, 4.0674, 0.0771], [-0.0814, 2.8209, 0.1550], [-2.8747, -2.6939, -2.9220], [-1.7161, -2.3592, -5.1129], [0.3834, -1.0495, -5.1815], [1.2953, -0.0531, -3.1393], [1.8731, 2.4992, -1.5274], [4.2807, 2.6775, -1.9639], [5.7784, 0.7600, -1.5320], [4.8401, -1.3533, -0.6426], [2.4217, -1.5061, -0.1440], [-2.1796, 1.0853, -1.8554], [-3.2068, 3.3109, -2.0368], [-2.2714, 5.2216, -0.7747], [-0.2828, 4.8842, 0.6660], [0.7706, 2.6725, 0.8081]]
}

{
  "formula": "C19H22N2O5S",
  "method": "the ωB97M-V functional and the def2-TZVPD basis",
  "charge": 0,
  "homo_lumo_gap_ev": 9.2,
  "homo_energy_ev": -8.74,
  "relative_energy_kj_mol": 129.0,
  "smiles": "CCCCNC(=O)c1ccccc1NS(=O)(=O)c1ccc2c(c1)OCCO2",
  "symbols": ["C", "C", "C", "C", "N", "C", "O", "C", "C", "C", "C", "C", "C", "N", "S", "O", "O", "C", "C", "C", "C", "C", "C", "H", "H", "O", "C", "C", "H", "O", "H", "H", "H", "H", "H", "H", "H", "H", "H", "H", "H", "H", "H", "H", "H", "H", "H", "H", "H"],
  "coordinates": [[-3.8971, -1.7206, 1.9970], [-3.8390, -2.4919, 0.6833], [-2.5056, -2.3097, -0.0441], [-1.3763, -3.1125, 0.6029], [-0.0980, -2.8016, 0.0066], [0.8259, -2.0533, 0.6493], [0.6477, -1.6751, 1.8023], [2.0334, -1.7045, -0.1413], [2.4749, -2.4964, -1.2012], [3.5496, -2.1135, -1.9775], [4.2014, -0.9174, -1.7095], [3.8100, -0.1371, -0.6420], [2.7433, -0.5280, 0.1673], [2.4116, 0.2462, 1.2690], [1.9463, 1.8408, 1.0510], [2.9415, 2.5146, 0.2734], [1.6123, 2.3514, 2.3423], [0.4615, 1.6585, 0.0661], [-0.7642, 1.6333, 0.6948], [-1.9187, 1.4813, -0.0636], [-1.8148, 1.3145, -1.4527], [-0.5632, 1.3363, -2.0618], [0.5776, 1.5165, -1.3043], [1.5537, 1.5615, -1.7582], [-0.5168, 1.2184, -3.1323], [-2.9097, 1.1367, -2.2488], [-4.1102, 0.8843, -1.5468], [-4.2065, 1.7770, -0.3119], [-5.1206, 1.5782, 0.2487], [-3.1331, 1.5102, 0.5662], [-4.1823, 2.8304, -0.6201], [-4.9226, 1.0865, -2.2465], [-4.1435, -0.1678, -1.2380], [-0.8278, 1.7565, 1.7632], [1.7625, -0.2392, 1.8924], [4.3134, 0.7860, -0.4070], [5.0334, -0.6073, -2.3235], [3.8803, -2.7436, -2.7890], [1.9906, -3.4409, -1.4055], [0.0147, -2.9928, -0.9755], [-1.2884, -2.8591, 1.6606], [-1.5696, -4.1857, 0.5052], [-2.2228, -1.2546, -0.0320], [-2.6086, -2.6219, -1.0878], [-4.6493, -2.1480, 0.0347], [-4.0037, -3.5553, 0.8708], [-3.1469, -2.0810, 2.6948], [-4.8745, -1.8381, 2.4593], [-3.7203, -0.6611, 1.8260]]
}

{
  "formula": "C35H38BrCaClNPSb2",
  "method": "the ωB97M-V functional and the def2-TZVPD basis",
  "charge": 2,
  "homo_lumo_gap_ev": 7.8,
  "homo_energy_ev": -13.10,
  "symbols": ["Ca", "C", "Sb", "C", "C", "C", "C", "C", "C", "C", "C", "C", "Sb", "C", "C", "H", "H", "H", "H", "H", "H", "H", "H", "H", "H", "H", "H", "H", "H", "H", "H", "H", "H", "H", "H", "Cl", "C", "C", "C", "C", "C", "C", "P", "C", "C", "C", "C", "C", "C", "C", "C", "C", "C", "C", "C", "H", "H", "H", "H", "H", "H", "H", "H", "H", "H", "H", "H", "H", "H", "Br", "C", "C", "C", "C", "C", "N", "H", "H", "H", "H"],
  "coordinates": [[-0.3499, -0.1720, -1.2446], [4.0466, -0.5207, -0.5891], [2.5213, -0.2370, -2.0691], [3.4965, -1.3982, -3.5856], [3.0620, 1.7302, -2.8580], [3.0705, 2.8043, -1.8253], [4.1558, 2.8582, -0.9503], [4.2333, 3.8023, 0.0541], [3.2027, 4.7141, 0.2120], [2.1398, 4.6972, -0.6671], [2.0614, 3.7729, -1.7076], [0.9279, 3.9016, -2.6615], [-0.7559, 2.6451, -2.0963], [-1.1383, 3.6349, -0.2337], [-2.2741, 3.6432, -3.2301], [5.0169, -0.3268, -1.0422], [4.0179, -1.5514, -0.2408], [3.8895, 0.1493, 0.2530], [4.5455, -1.1173, -3.6040], [3.0500, -1.2004, -4.5553], [3.4154, -2.4574, -3.3680], [2.3708, 1.9349, -3.6769], [4.0592, 1.5987, -3.2787], [4.9722, 2.1630, -1.0886], [5.0985, 3.8421, 0.6965], [3.2477, 5.4614, 0.9884], [1.3633, 5.4423, -0.5808], [1.2206, 3.6572, -3.6812], [0.5463, 4.9230, -2.6508], [-1.3950, 4.6694, -0.4476], [-0.2344, 3.6123, 0.3704], [-1.9526, 3.1648, 0.3124], [-2.2708, 4.6933, -2.9471], [-3.2484, 3.2055, -3.0292], [-2.0472, 3.5516, -4.2894], [-3.2292, 0.8982, -0.8161], [-3.8550, 0.5607, 0.7615], [-5.1895, 0.8178, 1.0139], [-5.6951, 0.5983, 2.2858], [-4.8658, 0.1095, 3.2837], [-3.5356, -0.1628, 3.0163], [-3.0021, 0.0609, 1.7458], [-1.2322, -0.2404, 1.3788], [-0.4541, 0.0168, 3.0092], [-0.4352, -0.9590, 4.0059], [0.1123, -0.6639, 5.2428], [0.6644, 0.5850, 5.4826], [0.6658, 1.5512, 4.4884], [0.1019, 1.2714, 3.2560], [-1.1755, -2.0596, 1.2322], [-2.3020, -2.8679, 1.1316], [-2.1582, -4.2443, 1.0366], [-0.8952, -4.8123, 1.0029], [0.2333, -4.0058, 1.0607], [0.0965, -2.6360, 1.1831], [-5.8207, 1.1925, 0.2241], [-6.7317, 0.8152, 2.4925], [-5.2512, -0.0479, 4.2787], [-2.8968, -0.5368, 3.8046], [-0.8412, -1.9436, 3.8134], [0.1006, -1.4096, 6.0234], [1.0951, 0.8044, 6.4465], [1.0995, 2.5212, 4.6791], [0.0826, 2.0303, 2.4796], [-3.2913, -2.4305, 1.1535], [-3.0340, -4.8741, 1.0138], [-0.7776, -5.8823, 0.9423], [1.2150, -4.4587, 1.0340], [0.9760, -1.9990, 1.2972], [-2.5329, -2.0224, -2.4004], [-1.2040, -3.3905, -2.3199], [-1.5560, -4.7161, -2.4941], [-0.5335, -5.6515, -2.4334], [0.7630, -5.2152, -2.1969], [0.9872, -3.8591, -2.0249], [0.0193, -2.9465, -2.0839], [-2.5801, -5.0013, -2.6778], [-0.7531, -6.6977, -2.5701], [1.5769, -5.9203, -2.1478], [1.9773, -3.4733, -1.8199]]
}

| no. | F_max (eV/A) |
| --- | --- |
| 1 | 0.6 |
| 2 | 2.7 |
| 3 | 1.3 |
| 4 | 1.8 |